DFT (ωB97M-V with the def2-TZVPD basis set) results for a structure of composition C30H48AsCdN2O4PS5SeSi2.

```
95
Properties=species:S:1:pos:R:3:forces:R:3
Cd -1.12082 0.27177 -0.93619 -0.2889 0.2212 -0.3446
O 0.65270 3.11628 2.64848 0.0179 -0.0432 0.0204
C 0.41317 2.23732 1.66952 -0.0380 0.0799 -0.2439
O -0.65518 2.09208 1.14325 -0.0797 -0.1146 0.2026
C 1.66250 1.57792 1.15848 -0.0103 0.0543 -0.0541
C 2.90515 1.86426 1.71841 -0.0141 -0.0375 0.0677
C 4.02743 1.35919 1.10375 -0.0258 -0.0321 -0.0330
C 3.86880 0.57225 -0.03057 0.0696 0.0381 0.0496
C 2.58921 0.30882 -0.49052 -0.0234 -0.0413 -0.0497
N 1.50113 0.81452 0.08884 -0.0341 0.0398 -0.0301
C 2.31836 -0.55716 -1.69384 0.0002 -0.0706 -0.0251
O 3.37073 -1.24117 -2.20496 -0.0010 0.0302 0.0199
O 1.24462 -0.66371 -2.20537 -0.0568 0.0510 0.0665
H -0.20718 3.41923 2.97654 0.0031 0.0089 0.0043
H 2.95317 2.46185 2.61461 0.0119 -0.0054 0.0002
H 5.01403 1.56689 1.49561 0.0017 -0.0049 -0.0037
H 4.75314 0.20024 -0.53297 -0.0126 0.0040 -0.0222
H 4.13513 -1.16390 -1.62456 -0.0064 -0.0102 0.0114
S -7.58642 -3.29969 -0.41671 -0.0673 -0.0076 -0.0200
C -6.17066 -2.43566 -0.59491 0.1309 -0.0260 0.0531
S -5.02649 -2.70645 -1.84092 -0.0121 0.0360 -0.0244
C -3.83943 -1.48299 -1.41684 -0.0843 -0.0719 0.0861
C -4.14654 -0.75841 -0.31113 0.0639 0.0043 0.1035
S -3.20477 0.45633 0.52280 -0.0092 -0.0912 -0.0302
S -5.65818 -1.19239 0.46417 -0.0358 0.0149 -0.0532
S -2.42884 -1.41645 -2.43246 -0.0074 -0.0904 -0.1407
C 2.11947 -4.49293 0.78334 -0.0252 -0.0090 0.0116
C 1.61329 -3.05749 0.60848 -0.0111 -0.1478 -0.0658
C 2.15413 -2.17704 1.73240 -0.0105 0.0469 0.0280
P -0.21509 -2.71780 0.36617 0.3393 0.1270 0.2243
C -0.99784 -3.03599 2.02109 0.0577 -0.0107 0.0578
C -0.55356 -4.23052 2.86782 -0.0018 -0.0074 0.0022
C -2.51677 -3.01350 1.84925 -0.0013 -0.0381 0.0069
C -0.79305 -4.04716 -0.78470 -0.1761 0.0533 -0.0395
C 0.03377 -3.98845 -2.07123 0.0451 -0.0552 -0.0165
C -0.98725 -5.47791 -0.28428 -0.0022 -0.0448 -0.0442
H 3.21204 -4.48398 0.87239 0.0035 0.0055 0.0031
H 1.86518 -5.12635 -0.06458 0.0072 0.0085 -0.0116
H 1.72347 -4.95952 1.68483 0.0056 0.0010 -0.0214
H 2.03503 -2.70692 -0.34192 -0.0011 0.0308 0.0283
H 1.81952 -2.52451 2.70973 0.0021 -0.0213 0.0293
H 1.82201 -1.14270 1.65171 -0.0138 -0.0247 0.0120
H 3.24925 -2.18780 1.74327 0.0063 0.0063 -0.0193
H -0.72510 -2.13107 2.57973 -0.0305 -0.0003 -0.0057
H -0.66957 -5.18544 2.35358 -0.0099 0.0228 -0.0011
H -1.16630 -4.26584 3.77372 -0.0002 0.0039 0.0026
H 0.48237 -4.13780 3.19053 0.0126 -0.0103 0.0048
H -2.87941 -3.85236 1.24887 0.0017 0.0182 0.0058
H -2.83493 -2.08790 1.37662 -0.0438 0.0445 -0.0436
H -3.00128 -3.07345 2.82729 0.0023 0.0150 0.0001
H -1.78002 -3.66407 -1.06585 -0.0120 0.0027 0.0105
H 1.00741 -4.47544 -1.96105 0.0009 0.0178 0.0389
H 0.19821 -2.95925 -2.39266 -0.0230 0.0000 0.0033
H -0.50435 -4.49769 -2.87473 0.0131 -0.0091 -0.0011
H -0.08595 -5.91451 0.14476 0.0288 0.0042 -0.0105
H -1.29245 -6.11112 -1.12446 -0.0116 0.0064 0.0038
H -1.77511 -5.53609 0.46590 0.0156 0.0000 0.0028
C -0.23562 0.04557 -5.09197 0.0077 0.0281 -0.0764
Si -0.13515 1.85172 -4.56808 0.0139 -0.0868 0.0603
C 1.69596 2.27446 -4.32444 -0.0019 0.0024 -0.0755
C -0.65687 2.86143 -6.08300 -0.0427 0.0151 0.0142
As -1.58597 2.21159 -2.79732 0.2969 0.0972 0.1797
Si -0.71703 4.21710 -2.01674 0.0032 -0.0736 0.0311
C 1.03555 4.20756 -1.29583 -0.0111 0.0673 0.0060
C -0.68046 5.59155 -3.32136 -0.0281 0.0037 -0.0247
C -1.86360 4.82846 -0.65247 -0.0044 0.0244 -0.0325
H 0.03872 -0.05573 -6.14781 0.0175 -0.0261 0.0074
H -1.25199 -0.33168 -4.95875 0.0020 -0.0024 -0.0151
H 0.42860 -0.58312 -4.49745 -0.0294 0.0154 0.0155
H 2.24969 2.02628 -5.23700 0.0235 -0.0167 0.0231
H 2.13134 1.71630 -3.49378 -0.0147 0.0119 0.0280
H 1.83303 3.34005 -4.12929 0.0080 0.0043 -0.0042
H 0.01918 2.67722 -6.92483 0.0026 -0.0006 -0.0032
H -0.66490 3.93314 -5.87336 0.0025 0.0052 0.0039
H -1.66733 2.57513 -6.38430 0.0000 0.0097 -0.0038
H 1.78990 4.22528 -2.08468 0.0087 -0.0128 -0.0014
H 1.20845 3.31703 -0.69468 -0.0061 0.0030 -0.0099
H 1.18412 5.08974 -0.66316 0.0248 -0.0114 0.0025
H 0.08672 5.41020 -4.07856 -0.0027 -0.0156 -0.0014
H -0.46719 6.55661 -2.84931 0.0094 0.0026 -0.0052
H -1.64416 5.66333 -3.83074 0.0044 0.0100 -0.0027
H -1.94912 4.09154 0.14790 0.0145 -0.0133 -0.0002
H -2.86575 4.99343 -1.05520 -0.0033 -0.0012 0.0092
H -1.50026 5.77271 -0.23285 -0.0070 -0.0095 0.0230
Se 1.09688 0.02675 4.20158 0.0654 0.0180 0.0352
C 0.54603 1.32973 5.44687 -0.0176 0.0330 0.0435
C -0.61289 1.18560 6.22504 -0.0341 -0.0053 -0.0288
C -0.97341 2.16137 7.13604 0.0034 -0.0179 -0.0162
N -0.29001 3.28913 7.35610 0.0040 -0.0015 -0.0058
C 0.80877 3.43609 6.61159 0.0092 -0.0129 -0.0188
C 1.25411 2.52054 5.67510 0.0250 -0.0196 0.0253
H -1.23060 0.30501 6.10383 0.0073 -0.0023 0.0017
H -1.87441 2.02847 7.72899 -0.0014 0.0146 0.0070
H 1.37571 4.34991 6.77444 -0.0106 0.0050 0.0113
H 2.16208 2.72209 5.12093 0.0017 -0.0132 -0.0083
```
Forces are in eV/Å.

relative energy (zero: lowest compared OMol25 entry of this formula, charge and spin): 50.93 kcal per mole
Kohn-Sham gap: 5.07 eV
lowest unoccupied orbital energy: 3.40 eV
HOMO: -0.0615 Eh
charge: -2

***

DFT (ωB97M-V with the def2-TZVPD basis set) results for the molecule C5H10O.

```
16
Properties=species:S:1:pos:R:3:forces:R:3
C 1.63756 -0.42338 0.23011 0.1001 -0.1485 -0.2611
C 0.29884 -0.38333 0.89158 0.2087 -0.3164 -0.3048
C -1.02441 -0.36908 0.20431 -0.1872 -0.3697 -0.0230
C -1.01730 -0.62204 -1.28746 -0.0958 0.0112 -0.0797
C -0.53339 0.94341 0.69102 1.1973 -0.8447 0.3118
O -0.14400 1.83401 -0.31602 0.2967 0.1313 0.1956
H 1.73922 0.47353 -0.39142 0.1738 -0.2493 -0.0624
H 2.42844 -0.39654 0.98882 -0.1290 -0.0565 -0.1787
H 1.77113 -1.31108 -0.38755 0.2098 -0.0298 -0.1077
H 0.24766 -0.80626 1.90373 0.1375 0.5294 -0.2729
H -1.85401 -0.83229 0.72820 0.0316 -0.0462 -0.0176
H -0.19522 -0.11001 -1.79473 -0.1720 -0.0676 0.1500
H -1.95164 -0.30084 -1.75185 0.0457 -0.0194 -0.0062
H -0.89517 -1.69859 -1.45150 -0.0826 0.1504 -0.0435
H -0.34475 1.17877 1.71402 -1.7217 1.4506 0.5879
H -0.07617 2.72436 0.03922 -0.0128 -0.1248 0.1123
```
Forces are in eV/Å.

SMILES: C[C@@H]1[C@H](C)[C@@H]1O
relative energy (zero: lowest compared OMol25 entry of this formula, charge and spin): 50.00 kcal per mole
Kohn-Sham gap: 9.18 eV
lowest unoccupied orbital energy: 0.83 eV
HOMO: -0.3068 Eh

***

DFT (ωB97M-V with the def2-TZVPD basis set) results for a structure of composition C20H20ClCoF7N4O7S2.

```
62
Properties=species:S:1:pos:R:3:forces:R:3
Co 3.00093 2.69235 1.76798 -0.3825 0.5595 0.6398
F -0.16015 -3.07694 0.93890 -0.1050 -0.1461 0.0004
C -0.64613 -1.86620 0.57143 0.1704 0.0737 0.0256
C 0.10036 -0.75109 0.82762 -0.0512 0.1021 -0.0697
C -0.33471 0.50046 0.39513 -0.3506 -0.4392 -0.1886
C 0.54927 1.63806 0.62935 0.2189 0.3756 0.0511
O 1.66066 1.42365 1.11388 -0.5079 -0.7549 -0.0845
C 0.02532 2.91295 0.25296 0.0099 0.1511 0.0089
C -1.17037 2.96480 -0.37176 -0.0198 -0.2103 0.0465
N -1.96248 1.88862 -0.69355 0.0833 0.2034 0.0350
C -3.09131 2.19324 -1.54411 -0.2414 -0.1104 -0.1380
C -4.46417 1.59480 -1.46727 -0.0872 0.0528 0.1608
C -3.58882 1.33876 -2.67140 0.1112 0.0228 -0.1384
C -1.56122 0.62908 -0.28864 0.2360 0.0068 0.1089
C -2.31355 -0.52998 -0.49793 -0.1491 -0.3841 0.0260
C -1.87161 -1.77898 -0.08217 -0.1307 0.3049 -0.0470
N -2.71752 -2.90162 -0.36328 0.1385 -0.1374 -0.0540
C -2.71502 -3.32539 -1.75335 -0.0452 -0.0917 0.1534
C -3.95468 -4.16486 -2.02340 0.1893 0.3783 -0.2209
N -3.94352 -5.33673 -1.08774 -0.0430 0.0245 0.0013
C -3.91567 -4.87808 0.34155 0.1948 0.2156 0.3512
C -2.65827 -4.04333 0.53312 -0.1415 0.0580 -0.1303
C 0.76069 4.24203 0.45350 0.1373 0.0840 0.1245
O 0.16040 5.25489 0.09516 -0.0660 -0.0608 -0.0538
O 1.92126 4.17454 0.94750 0.1529 0.1972 0.0227
H 1.05510 -0.80947 1.33481 0.0145 -0.0317 -0.0059
H -1.53671 3.94548 -0.64712 0.0175 0.0013 -0.0684
H -3.09086 3.24830 -1.76599 0.0541 0.0281 0.0367
H -5.29399 2.27995 -1.57159 0.0148 0.0084 -0.0200
H -4.66154 0.78949 -0.77559 0.0357 0.0207 -0.0043
H -3.82072 1.84206 -3.59957 -0.0192 0.0123 0.0156
H -3.16516 0.35459 -2.80970 0.0027 0.0274 0.0468
H -3.28217 -0.50792 -0.97043 0.0549 0.0276 0.0573
H -1.81222 -3.90943 -2.00613 0.0075 0.0287 -0.0201
H -2.73102 -2.45160 -2.40099 -0.0210 -0.0172 -0.0348
H -3.98051 -4.52703 -3.04950 -0.0012 -0.1187 0.0472
H -4.85134 -3.58562 -1.81319 -0.0581 -0.0824 0.0373
H -3.08939 -5.87224 -1.26011 -0.0378 -0.1132 -0.0348
H -4.73776 -5.94970 -1.26305 -0.0223 -0.0362 -0.0015
H -3.91871 -5.75053 0.99210 -0.0143 -0.0665 -0.0917
H -4.80608 -4.27776 0.51609 -0.0587 -0.0566 -0.0778
H -1.78138 -4.68419 0.35606 0.0479 0.0312 0.0429
H -2.61103 -3.70021 1.56356 0.0012 -0.0168 0.0370
Cl 0.64610 2.63534 3.80200 -0.6857 -0.1096 0.1832
C 2.36978 3.00175 3.61410 0.9348 -0.1236 -0.8858
H 2.92070 2.34635 4.28880 -0.0586 0.0341 0.0805
H 2.50994 4.04641 3.88572 -0.0244 -0.0014 0.0187
F 7.88747 3.57259 0.79068 -0.0683 -0.0062 -0.1475
C 6.88041 3.45234 -0.07279 -0.0001 -0.2356 0.0874
F 7.27953 2.73777 -1.12454 0.0279 0.1066 0.0793
F 6.51984 4.66065 -0.48643 -0.1244 -0.0584 0.0681
S 5.45921 2.59092 0.74957 1.2275 0.2906 -0.1857
O 5.12095 3.39525 1.90245 0.0355 0.2944 0.0980
O 4.40778 2.45042 -0.22757 -0.3882 0.1118 -0.1102
N 6.20017 1.23635 1.08664 -0.2761 0.0171 0.1148
S 5.19623 0.13061 1.60169 -0.1024 -0.3615 -0.0617
O 5.86390 -0.97896 2.19516 0.2811 0.1189 0.0329
O 4.07719 0.71121 2.31523 -0.1852 -0.1479 -0.1766
C 4.52314 -0.63323 0.00365 0.2360 -0.3035 0.0339
F 3.33369 -0.19449 -0.38269 -0.0257 0.1551 0.1217
F 5.39622 -0.42960 -0.98675 -0.1190 -0.0645 0.0870
F 4.41360 -1.96084 0.19198 -0.0241 0.1620 -0.0306
```
Forces are in eV/Å.

relative energy (zero: lowest compared OMol25 entry of this formula, charge and spin): 16.60 kcal per mole
2S+1: 2
Kohn-Sham gap (spin up / spin down): 4.92 / 4.78 eV
expectation value of S²: 1.001
lowest unoccupied orbital energy (spin up / spin down): -1.99 / -1.99 eV
HOMO (spin up / spin down): -0.2542 / -0.2489 Eh

***

DFT (ωB97M-V with the def2-TZVPD basis set) results for the molecule C4H7NO2.

```
14
Properties=species:S:1:pos:R:3:forces:R:3
C -2.00050 -0.80419 -0.22186 -0.1529 0.1869 0.0064
C -0.77052 0.03563 -0.03881 -1.1417 0.8407 1.2669
C -0.29969 0.39969 1.19788 -1.4776 -1.2563 -0.9754
O 0.97150 0.64041 1.36101 1.6209 -0.3387 -2.2796
C 1.53596 -0.12562 -0.08866 1.6737 0.3275 2.1766
N 2.09610 0.85085 -0.85423 -0.3781 0.1000 0.2043
O 1.77812 -1.28515 -0.05421 -0.5869 0.8480 -0.0472
H -1.74447 -1.75450 -0.70234 -0.0253 0.0752 0.0196
H -2.75082 -0.30708 -0.83976 -0.0299 -0.0726 -0.0486
H -2.46227 -1.04775 0.73738 0.0445 0.0039 0.0068
H -0.47339 0.63225 -0.89129 0.6446 -0.3242 -0.1745
H -0.89114 0.34421 2.11679 0.1116 -0.1363 -0.0973
H 3.01779 0.62591 -1.20344 -0.2099 -0.1627 -0.1509
H 1.99333 1.79535 -0.51846 -0.0931 -0.0915 0.0931
```
Forces are in eV/Å.

SMILES: C/C=C/OC(N)=O
relative energy (zero: lowest compared OMol25 entry of this formula, charge and spin): 68.64 kcal per mole
Kohn-Sham gap: 8.58 eV
lowest unoccupied orbital energy: 0.54 eV
HOMO: -0.2955 Eh

***

DFT (ωB97M-V with the def2-TZVPD basis set) results for the molecule I2OS.

```
4
Properties=species:S:1:pos:R:3:forces:R:3
O 1.63619 0.03138 -0.74441 -5.7412 2.3452 3.6205
S 0.28158 0.56657 0.23005 4.8753 -2.9451 -3.4321
I -0.06126 -1.53345 1.61535 -0.1436 1.0321 -0.6995
I -1.85652 0.93550 -1.10099 1.0095 -0.4322 0.5112
```
Forces are in eV/Å.

relative energy (zero: lowest compared OMol25 entry of this formula, charge and spin): 37.25 kcal per mole
Kohn-Sham gap (spin up / spin down): 7.34 / 7.34 eV
lowest unoccupied orbital energy (spin up / spin down): -2.63 / -2.63 eV
HOMO (spin up / spin down): -0.3663 / -0.3662 Eh

***

DFT (ωB97M-V with the def2-TZVPD basis set) results for the ion C4H11N2 with charge +1.

```
17
Properties=species:S:1:pos:R:3:forces:R:3
C 1.24246 1.55595 0.60247 1.1928 0.3128 0.5243
C -0.12595 1.50176 -0.13456 2.3321 2.8476 0.3173
C -0.18787 0.37180 -1.10275 -1.5421 2.5698 -2.9723
N 0.13809 -0.89624 -0.50933 -1.3798 -2.6601 1.2401
C -0.95905 -1.57818 -0.07370 0.7674 -0.0326 1.4405
N -0.91296 -2.57044 0.83853 3.5862 0.2362 0.8747
H 1.65227 0.55909 0.38942 0.8126 0.5977 0.7022
H 1.90685 2.32807 0.12967 -0.5388 -0.9596 0.0447
H 1.41002 1.82620 1.69919 -1.1109 -0.7653 -1.2787
H -0.99108 1.63199 0.46013 -0.8578 -0.3190 0.8791
H -0.02348 2.45846 -0.69262 -0.9322 -0.7114 -0.1810
H -1.32304 0.54263 -1.54209 2.7953 -1.6074 0.8340
H 0.49585 0.59400 -1.97470 -0.6480 -0.5471 0.9552
H 1.19192 -1.15443 -0.26386 -3.3134 0.5610 -0.6769
H -1.99373 -1.16539 -0.30312 1.6045 -0.7471 -0.3325
H -1.56866 -3.31456 1.10815 -0.1762 1.0907 -0.7013
H 0.04838 -2.69072 1.36918 -2.5915 0.1336 -1.6694
```
Forces are in eV/Å.

SMILES: CCCNC=[NH2+]
relative energy (zero: lowest compared OMol25 entry of this formula, charge and spin): 55.20 kcal per mole
Kohn-Sham gap: 11.01 eV
lowest unoccupied orbital energy: -4.15 eV
HOMO: -0.5572 Eh
charge: +1